Entry 1:
C30H22Br2N5NdO4S3Te | the ωB97M-V functional and the def2-TZVPD basis

Cartesian coordinates (Å):
1 Nd -0.709 -1.124 0.408
2 C 0.404 -1.008 -3.352
3 C 1.565 -1.054 -2.419
4 C 2.832 -0.908 -3.011
5 C 3.956 -0.812 -2.257
6 C 3.846 -0.887 -0.851
7 C 4.953 -0.811 0.058
8 Br 6.713 -0.669 -0.588
9 C 4.768 -0.837 1.397
10 C 3.453 -0.957 1.898
11 Br 3.099 -1.030 3.750
12 C 2.370 -1.033 1.080
13 O 1.124 -1.188 1.553
14 C 2.567 -1.010 -0.321
15 N 1.421 -1.121 -1.106
16 H 0.424 -1.855 -4.038
17 H 0.481 -0.114 -3.971
18 H -0.567 -1.015 -2.877
19 H 2.882 -0.810 -4.086
20 H 4.907 -0.636 -2.743
21 H 5.621 -0.801 2.076
22 N -2.279 0.655 4.570
23 C -2.182 1.944 4.059
24 C -2.391 3.167 4.670
25 C -2.180 4.296 3.912
26 C -1.762 4.181 2.588
27 C -1.547 2.961 1.981
28 C -1.760 1.808 2.735
29 N -1.571 0.438 2.448
30 C -1.874 -0.176 3.573
31 C -1.802 -1.612 3.802
32 C -2.287 -2.284 4.881
33 S -1.871 -3.922 4.756
34 C -1.120 -3.632 3.243
35 N -1.166 -2.380 2.867
36 H -2.456 0.390 5.521
37 H -2.734 3.236 5.703
38 H -2.313 5.278 4.343
39 H -1.629 5.095 2.006
40 H -1.238 2.951 0.947
41 H -2.855 -1.932 5.722
42 H -0.697 -4.421 2.627
43 N -2.217 0.631 -0.700
44 C -1.178 1.420 -1.374
45 C -1.209 1.871 -2.700
46 C -0.059 2.454 -3.213
47 C 1.097 2.584 -2.444
48 C 1.104 2.181 -1.114
49 C -0.049 1.622 -0.590
50 S 2.661 3.096 -3.171
51 O 3.292 1.800 -3.429
52 O 3.300 3.872 -2.131
53 O 2.299 3.807 -4.376
54 H -2.814 1.235 -0.141
55 H -2.873 0.243 -1.375
56 H -2.062 1.725 -3.328
57 H 0.003 2.849 -4.237
58 H 2.016 2.319 -0.524
59 H -0.020 1.338 0.468
60 Te -3.424 -2.503 0.385
61 C -2.759 -3.042 -1.541
62 C -1.512 -3.501 -1.910
63 C -1.432 -3.838 -3.307
64 C -2.628 -3.667 -3.944
65 S -3.812 -3.041 -2.877
66 H -0.697 -3.692 -1.224
67 H -0.542 -4.240 -3.782
68 H -2.878 -3.888 -4.975

As for the expectation value of S²: 3.754. As for the spin multiplicity: 4. The HOMO-LUMO gap (alpha / beta) comes out at 7.0 / 7.0 eV. The LUMO energy (alpha / beta) comes out at -0.0328 / -0.0328 Eh.

Atomic partial charges in e from the Löwdin method, atoms 1 to 6: atom 1 (Nd): 1.55, atom 2 (C): -0.01, atom 3 (C): -0.29, atom 4 (C): -0.02, atom 5 (C): 0.00, atom 6 (C): -0.17



Entry 2:
C30H22BrN2O3PS2V | the ωB97M-V functional and the def2-TZVPD basis

Cartesian coordinates (Å):
1 V -0.423 -0.459 -0.226
2 C 2.265 -0.778 4.578
3 C 1.467 0.357 4.436
4 C 1.227 0.876 3.180
5 C 1.804 0.255 2.056
6 C 2.593 -0.900 2.201
7 C 2.822 -1.405 3.467
8 P 1.579 0.938 0.452
9 C 1.782 2.647 0.216
10 C 2.141 3.499 1.277
11 C 2.377 4.832 1.009
12 C 2.255 5.311 -0.292
13 C 1.907 4.467 -1.345
14 C 1.665 3.132 -1.103
15 C 2.159 -0.114 -0.838
16 C 3.327 -0.041 -1.594
17 C 3.531 -1.019 -2.552
18 C 2.576 -2.021 -2.783
19 C 1.397 -2.070 -2.061
20 C 1.192 -1.110 -1.066
21 H 2.458 -1.171 5.567
22 H 1.045 0.836 5.309
23 H 0.603 1.754 3.068
24 H 3.046 -1.372 1.339
25 H 3.453 -2.274 3.593
26 H 2.274 3.116 2.279
27 H 2.670 5.499 1.808
28 H 2.446 6.358 -0.491
29 H 1.831 4.857 -2.351
30 H 1.389 2.474 -1.916
31 H 4.059 0.739 -1.423
32 H 4.442 -1.009 -3.136
33 H 2.759 -2.756 -3.556
34 H 0.644 -2.816 -2.290
35 O -1.835 -4.825 3.819
36 C -1.444 -4.001 2.879
37 C -0.674 -4.368 1.762
38 C -0.325 -3.413 0.847
39 N -0.692 -2.116 0.981
40 C -1.434 -1.800 2.055
41 Br -1.928 0.037 1.990
42 C -1.840 -2.654 3.027
43 H -1.566 -5.745 3.675
44 H -0.363 -5.394 1.613
45 H 0.261 -3.664 -0.025
46 H -2.450 -2.346 3.864
47 O -0.693 1.498 -3.235
48 S -1.508 1.041 -2.167
49 O -0.961 1.446 -0.800
50 N -1.502 -0.565 -1.777
51 C -2.681 -1.233 -2.163
52 S -2.872 -2.825 -2.042
53 C -3.659 -0.209 -2.593
54 C -4.943 -0.441 -3.056
55 C -5.731 0.649 -3.409
56 C -5.251 1.952 -3.318
57 C -3.958 2.210 -2.879
58 C -3.203 1.113 -2.508
59 H -5.314 -1.454 -3.137
60 H -6.737 0.480 -3.770
61 H -5.885 2.779 -3.608
62 H -3.571 3.218 -2.838

The HOMO-LUMO gap (alpha / beta) comes out at 5.8 / 5.8 eV. Its charge is +3. The LUMO energy (alpha / beta) comes out at -0.4130 / -0.4127 Eh.

Atomic partial charges in e from the Löwdin method, atoms 1 to 6: atom 1 (V): 0.76, atom 2 (C): 0.00, atom 3 (C): -0.02, atom 4 (C): -0.11, atom 5 (C): -0.35, atom 6 (C): -0.05



Entry 3:
C30H22BrN5RuS7 | the ωB97M-V functional and the def2-TZVPD basis

Cartesian coordinates (Å):
1 Ru -0.404 0.143 -0.328
2 C 1.728 2.766 0.273
3 N 0.363 2.314 0.064
4 C -0.580 3.182 0.177
5 C -1.939 2.782 0.082
6 C -3.127 3.510 0.127
7 C -4.155 2.572 -0.018
8 C -3.538 1.330 -0.135
9 N -2.205 1.446 -0.070
10 C 2.384 3.379 -0.933
11 C 2.236 2.839 -2.204
12 C 2.910 3.392 -3.279
13 C 3.732 4.495 -3.102
14 C 3.873 5.049 -1.841
15 C 3.199 4.492 -0.766
16 H 2.307 1.901 0.616
17 H 1.758 3.498 1.094
18 H -0.345 4.233 0.370
19 H -3.219 4.573 0.248
20 H -5.213 2.761 -0.030
21 H -4.000 0.364 -0.247
22 H 1.581 1.986 -2.355
23 H 2.794 2.957 -4.260
24 H 4.255 4.921 -3.947
25 H 4.505 5.914 -1.692
26 H 3.309 4.924 0.221
27 S 0.799 -0.262 1.769
28 C 0.372 -1.922 2.102
29 C 1.251 -2.712 2.840
30 C 0.953 -4.027 3.154
31 C 1.904 -4.808 3.882
32 N 2.685 -5.425 4.455
33 C -0.273 -4.571 2.735
34 C -1.151 -3.796 1.998
35 C -0.850 -2.479 1.652
36 S -1.972 -1.578 0.676
37 C -0.618 -5.930 3.019
38 N -0.898 -7.027 3.215
39 H 2.189 -2.287 3.165
40 H -2.085 -4.228 1.665
41 C 0.191 -5.626 -0.972
42 C 0.970 -4.352 -0.899
43 C 2.326 -4.320 -0.594
44 C 3.013 -3.119 -0.594
45 C 2.289 -1.976 -0.884
46 Br 3.198 -0.332 -1.129
47 N 0.986 -1.960 -1.104
48 C 0.343 -3.131 -1.123
49 H 0.781 -6.423 -1.423
50 H -0.709 -5.490 -1.568
51 H -0.113 -5.960 0.019
52 H 2.853 -5.238 -0.379
53 H 4.072 -3.065 -0.403
54 H -0.718 -3.073 -1.332
55 C -3.303 -1.635 -4.623
56 S -2.008 -2.738 -4.019
57 C -0.574 -1.806 -4.415
58 C -0.210 -0.601 -3.922
59 S -1.022 0.392 -2.738
60 S 1.235 0.066 -4.639
61 C 1.637 -1.233 -5.700
62 S 2.977 -1.252 -6.663
63 S 0.467 -2.495 -5.640
64 H -4.236 -2.190 -4.539
65 H -3.132 -1.380 -5.667
66 H -3.351 -0.732 -4.017

As for the expectation value of S²: 8.766. As for the spin multiplicity: 6. The HOMO-LUMO gap (alpha / beta) comes out at 6.8 / 6.4 eV. Its charge is -1. The LUMO energy (alpha / beta) comes out at 0.0746 / 0.0369 Eh.

Atomic partial charges in e from the Löwdin method, atoms 1 to 6: atom 1 (Ru): 0.95, atom 2 (C): -0.23, atom 3 (N): -0.10, atom 4 (C): -0.10, atom 5 (C): -0.35, atom 6 (C): -0.06



Entry 4:
C30H22Cl2FeN6O4 | the ωB97M-V functional and the def2-TZVPD basis

Cartesian coordinates (Å):
1 Fe 0.193 0.635 0.087
2 Cl 4.440 5.806 1.680
3 C 3.064 4.940 1.056
4 C 2.672 3.771 1.686
5 C 1.600 3.033 1.191
6 N 1.210 1.775 1.630
7 C 1.610 1.311 2.817
8 O 2.024 1.946 3.790
9 C 1.562 -0.187 2.921
10 C 2.250 -0.822 3.948
11 C 2.213 -2.200 4.013
12 C 1.463 -2.890 3.071
13 C 0.809 -2.172 2.086
14 N 0.880 -0.842 1.992
15 C 0.898 3.500 0.079
16 C 1.280 4.689 -0.530
17 C 2.368 5.400 -0.055
18 Cl 2.839 6.861 -0.875
19 N -0.076 2.637 -0.413
20 C -1.081 3.085 -1.178
21 O -1.508 4.233 -1.273
22 C -1.646 2.031 -2.104
23 C -2.714 2.349 -2.927
24 C -3.099 1.440 -3.894
25 C -2.391 0.255 -4.013
26 C -1.351 0.011 -3.131
27 N -0.991 0.874 -2.181
28 H 3.198 3.427 2.563
29 H 2.774 -0.210 4.668
30 H 2.746 -2.730 4.793
31 H 1.389 -3.969 3.085
32 H 0.211 -2.681 1.343
33 H 0.728 5.056 -1.383
34 H -3.203 3.303 -2.791
35 H -3.920 1.662 -4.565
36 H -2.633 -0.474 -4.774
37 H -0.790 -0.910 -3.180
38 C 4.313 0.208 -0.247
39 C 2.928 -0.264 -0.624
40 O 2.030 0.642 -0.714
41 C 2.690 -1.599 -0.847
42 C 1.384 -2.143 -0.992
43 C 1.272 -3.587 -1.410
44 N 0.323 -1.430 -0.730
45 N -0.898 -2.107 -0.729
46 C -1.784 -1.407 -0.087
47 O -1.592 -0.252 0.448
48 C -3.139 -2.016 0.067
49 C -3.596 -3.003 -0.800
50 C -4.875 -3.519 -0.659
51 C -5.707 -3.064 0.356
52 C -5.249 -2.090 1.234
53 C -3.973 -1.565 1.087
54 H 4.344 1.296 -0.267
55 H 5.072 -0.194 -0.920
56 H 4.542 -0.130 0.766
57 H 3.528 -2.284 -0.862
58 H 2.156 -4.141 -1.096
59 H 1.210 -3.637 -2.500
60 H 0.374 -4.044 -1.006
61 H -2.942 -3.354 -1.587
62 H -5.228 -4.276 -1.349
63 H -6.708 -3.465 0.461
64 H -5.889 -1.729 2.029
65 H -3.604 -0.791 1.747

As for the expectation value of S²: 8.760. As for the spin multiplicity: 6. The HOMO-LUMO gap (alpha / beta) comes out at 7.2 / 6.8 eV. Its charge is -1. The LUMO energy (alpha / beta) comes out at 0.0955 / 0.0809 Eh.

Atomic partial charges in e from the Löwdin method, atoms 1 to 6: atom 1 (Fe): 1.12, atom 2 (Cl): 0.62, atom 3 (C): -0.69, atom 4 (C): -0.04, atom 5 (C): -0.21, atom 6 (N): 0.05